Record 1
12
Properties=species:S:1:pos:R:3 method="wB97M-V/def2-TZVPD" gap_ha=0.28950
S -3.788 -0.405 0.135
S 2.599 -0.737 0.110
C 0.009 -0.008 -0.434
C -2.137 -0.458 -0.147
C 1.398 0.589 -0.122
C -1.043 0.296 0.285
H 1.768 1.024 -1.103
H 1.567 1.589 0.476
H -0.276 -0.779 -1.298
H -1.090 1.051 0.977
H 2.547 -0.755 1.845
H -1.555 -1.408 -0.723

***

Record 2
56
Properties=species:S:1:pos:R:3 method="wB97M-V/def2-TZVPD" gap_ha=0.28359
S -1.234 3.157 2.229
O 1.414 -3.694 -1.067
O 2.399 1.274 0.457
O -2.021 -0.321 -0.196
O -0.858 -3.163 2.246
N 0.558 -0.484 -0.780
N 0.253 2.170 0.452
N -0.894 -3.148 -0.690
C 0.273 -1.451 -1.734
C -1.664 1.514 1.968
C 1.336 -2.176 -3.910
C -3.088 -2.251 2.383
C 0.966 5.814 0.646
C 2.022 3.713 0.452
C 1.804 2.281 0.493
C 3.280 5.743 0.319
C 3.169 4.271 0.088
C -0.143 3.389 0.724
C 0.895 4.353 0.504
C -1.681 -2.352 2.928
C 0.135 -2.838 -1.303
C 1.649 0.284 -3.022
C -3.114 -3.358 1.419
C -0.237 0.930 1.050
C 1.269 -1.191 -2.681
C -1.102 -4.464 0.258
C 1.907 6.504 0.431
C -1.745 -3.989 1.630
C -0.655 0.069 -0.139
H -0.147 6.243 0.853
H -3.600 -3.461 0.529
H -3.846 -1.946 2.787
H 2.604 -1.677 -2.157
H -2.778 -1.214 1.527
H -0.490 -1.297 -2.414
H 0.790 0.668 -3.342
H -1.437 -2.345 -0.607
H -2.334 1.508 1.269
H -1.660 -5.114 2.207
H -1.697 0.900 2.592
H 1.159 -3.192 -3.671
H 1.848 0.903 -2.367
H 4.130 3.783 0.044
H -0.152 -4.759 0.238
H 0.325 -1.960 -4.486
H 0.302 0.526 1.873
H 1.998 7.500 0.415
H 3.976 6.377 0.121
H 2.391 0.402 -3.950
H 2.116 -2.150 -4.737
H -3.865 -4.218 2.137
H -1.230 -1.568 3.103
H -1.587 -4.966 -0.313
H -1.162 3.561 -0.404
H 1.305 -0.184 -0.272
H -1.851 -2.904 3.867

***

Record 3
11
Properties=species:S:1:pos:R:3 method="wB97M-V/def2-TZVPD" gap_ha=0.36912
O -0.033 0.787 0.684
N -2.225 0.320 0.067
C -0.391 -0.740 -1.078
C 1.273 0.294 0.674
C -0.981 0.148 -0.059
C 0.879 -1.037 -1.259
H 1.596 -0.265 -0.271
H -2.432 0.965 0.830
H 1.438 -0.408 1.496
H -1.080 -1.207 -1.775
H 1.955 1.142 0.690

***

Record 4
93
Properties=species:S:1:pos:R:3 method="wB97M-V/def2-TZVPD" gap_ha=0.25664
O -10.698 33.530 19.113
O -6.137 32.403 14.789
O -4.647 31.385 14.315
O -9.316 28.685 16.022
O -9.683 37.499 17.690
O -8.399 34.833 20.900
O -7.126 32.022 17.444
O -10.061 32.868 15.781
O -6.481 28.377 20.605
O -6.244 38.300 19.328
N -8.234 30.813 20.498
N -8.622 37.381 19.977
N -9.177 34.091 17.551
C -6.747 30.775 20.509
C -8.295 33.604 21.557
C -8.028 28.849 16.438
C -5.443 30.347 14.853
C -6.161 36.972 19.754
C -9.780 36.829 20.699
C -6.161 27.114 21.189
C -11.249 32.820 17.892
C -6.895 30.687 17.878
C -11.057 37.314 20.071
C -7.177 32.918 18.567
C -9.899 34.301 15.482
C -7.457 32.818 15.156
C -9.335 36.370 16.847
C -6.314 32.141 21.056
C -9.659 35.282 20.823
C -7.751 34.181 17.910
C -7.611 35.465 18.651
C -6.311 29.551 21.343
H -6.971 29.981 17.051
H -9.244 35.365 17.259
H -7.991 36.599 19.879
H -5.256 29.592 21.614
H -8.358 35.517 19.443
H -7.519 33.306 16.128
H -7.011 38.674 19.769
H -5.794 36.873 20.775
H -8.813 33.585 22.516
H -7.244 33.474 21.813
H -6.294 26.234 20.560
H -10.176 35.034 21.749
H -9.925 28.984 16.701
H -7.323 28.060 16.176
H -7.839 32.694 19.404
H -9.826 33.708 18.223
H -8.653 30.997 21.399
H -8.124 31.959 15.235
H -10.970 32.594 15.923
H -7.686 29.744 15.919
H -6.226 33.076 19.076
H -9.784 37.306 21.679
H -8.689 32.777 20.966
H -10.434 34.714 14.626
H -6.399 30.302 14.333
H -7.867 33.445 14.363
H -11.153 38.242 19.509
H -10.114 34.822 19.946
H -11.345 33.739 19.791
H -7.561 30.336 18.666
H -12.076 32.146 18.115
H -11.806 37.284 20.862
H -8.338 36.559 16.449
H -6.682 32.985 20.472
H -6.684 26.972 22.135
H -5.606 33.197 14.880
H -7.814 36.241 17.913
H -5.234 32.268 21.130
H -9.307 33.550 16.708
H -8.495 29.863 20.277
H -5.835 30.551 18.092
H -5.095 27.137 21.416
H -5.858 30.421 15.859
H -5.137 32.203 14.209
H -8.820 37.656 19.025
H -7.968 28.995 17.517
H -11.722 33.499 17.182
H -8.846 34.513 15.295
H -10.564 37.332 18.033
H -6.239 30.752 19.545
H -5.106 29.317 14.737
H -7.200 34.374 16.989
H -6.794 32.203 22.032
H -9.951 36.220 15.960
H -7.100 36.427 19.854
H -6.644 35.639 19.124
H -10.208 34.853 16.370
H -5.508 36.471 19.040
H -10.418 32.302 17.414
H -11.347 36.591 19.308
H -6.825 29.479 22.302

***

Record 5
68
Properties=species:S:1:pos:R:3 method="wB97M-V/def2-TZVPD" spin_multiplicity=3 s2=2.01 gap_ha="0.25010 / 0.21654"
I -3.114 -1.510 2.168
Ni -0.440 -0.140 -1.090
P -1.665 1.781 -1.574
P 0.857 -2.304 0.732
N 0.472 0.812 0.267
C 2.075 -0.984 0.887
C 2.747 1.330 0.950
C -1.687 3.790 0.363
C 0.275 2.600 1.918
C 0.374 -2.735 2.479
C 2.404 -2.924 -1.336
C -1.033 2.825 -2.933
C 1.845 -3.577 -0.054
C -4.009 0.585 -2.521
C 4.329 -0.413 1.594
C -0.260 3.816 2.260
C 1.743 0.354 0.729
C 3.978 0.942 1.459
C -1.138 2.565 -0.038
C 3.394 -1.354 1.271
C -1.219 4.441 1.476
C -0.492 -2.001 -0.398
C -1.546 2.474 -4.337
C 0.502 2.679 -2.856
C -0.087 1.987 0.710
C 1.085 -4.848 -0.409
C 1.059 -4.002 2.958
C -4.087 1.614 -0.265
C -3.488 1.759 -1.673
C 0.600 -1.562 3.447
H 5.303 -0.687 1.973
H 0.871 -4.875 2.310
H 1.635 -1.350 3.704
H 1.024 3.292 -3.572
H 2.529 2.401 0.834
H -5.075 0.510 -2.418
H -3.608 -0.328 -2.098
H -1.269 3.873 -2.752
H 1.723 -5.707 -0.608
H 2.696 -3.690 -2.017
H 0.066 -0.702 3.033
H 0.154 -1.806 4.381
H 4.648 1.749 1.661
H -1.171 3.198 -5.049
H 1.631 -2.333 -1.719
H 2.687 -3.886 0.626
H 2.152 -3.917 3.137
H 3.285 -2.280 -1.225
H -3.785 0.668 -3.573
H -5.119 1.850 -0.315
H -1.193 1.507 -4.672
H 1.070 2.204 2.487
H -0.585 -2.859 -1.060
H -3.611 2.242 0.492
H -1.377 -1.920 0.268
H -3.765 2.714 -2.082
H 0.313 -5.181 0.296
H 0.517 -4.683 -1.338
H 3.612 -2.377 1.393
H 0.736 1.650 -3.107
H 0.106 4.225 3.207
H 0.887 2.898 -1.829
H -2.588 2.471 -4.395
H -0.739 -2.883 2.408
H -1.584 5.444 1.750
H -2.394 4.237 -0.325
H 0.693 -4.251 3.915
H -3.951 0.582 0.094

***

Record 6
51
Properties=species:S:1:pos:R:3 method="wB97M-V/def2-TZVPD" charge=+2 spin_multiplicity=5 s2=6.03 gap_ha="0.35336 / 0.22153"
Se -1.763 0.269 2.153
Co -0.837 0.010 0.121
Cl -0.895 0.422 -4.767
Cl -2.239 -0.254 -1.519
P -0.124 -1.976 -0.075
P -0.368 2.032 -0.364
O 1.611 0.595 -4.041
N -1.079 -1.335 4.469
N 0.678 -0.436 3.561
C -1.851 3.077 -0.038
C -2.408 -1.883 4.637
C 0.862 0.346 -4.960
C 1.560 0.133 2.570
C 0.346 -2.588 -1.728
C 0.881 2.933 0.618
C -0.676 -0.507 3.461
C 0.094 2.491 -2.064
C 1.112 -1.105 4.695
C 1.239 -0.066 -6.341
C -1.533 -3.057 0.390
C 0.020 -1.692 5.249
C 1.201 -2.749 0.909
H 0.299 -3.682 -1.702
H -2.114 3.045 1.028
H 1.857 1.145 2.860
H 1.366 -2.258 -1.946
H 0.702 4.002 0.469
H -2.373 -2.987 4.555
H -1.242 -4.095 0.181
H 1.076 2.075 -2.306
H -2.703 2.704 -0.620
H -2.420 -2.787 -0.193
H 1.881 2.670 0.260
H 2.431 -0.531 2.469
H -0.633 2.052 -2.753
H -0.338 -2.191 -2.482
H 0.830 0.652 -7.057
H -1.621 4.113 -0.333
H -2.810 -1.603 5.621
H -0.116 -2.329 6.100
H -3.039 -1.480 3.838
H -1.761 -2.941 1.457
H 1.152 -3.828 0.725
H 2.151 -1.086 4.961
H 2.324 -0.090 -6.425
H 1.062 -2.554 1.975
H 0.096 3.583 -2.163
H 2.172 -2.362 0.583
H 1.031 0.168 1.583
H 0.791 2.689 1.679
H 0.833 -1.064 -6.534

***

Record 7
99
Properties=species:S:1:pos:R:3 method="wB97M-V/def2-TZVPD" spin_multiplicity=4 s2=3.77 gap_ha="0.27792 / 0.31798"
V -0.106 0.732 -0.195
S 1.691 1.774 0.773
Si 2.026 1.954 -3.258
O 1.964 -2.283 -3.620
O 0.781 -0.466 -5.255
N 0.091 2.860 2.889
N -0.765 -0.484 1.183
N -1.666 1.821 -0.157
C 2.361 3.462 -2.200
C -1.529 4.392 -2.857
C 0.853 -2.236 1.854
C -1.402 3.819 -1.597
C -1.610 -0.450 -5.251
C 3.710 1.249 -3.704
C 0.397 -4.553 1.299
C 1.895 -0.763 -6.121
C -0.370 -0.009 -5.982
C -3.129 0.448 -2.199
C 1.784 -2.103 -6.797
C 1.241 -3.576 1.827
C 0.096 -3.666 -4.123
C 3.349 -3.370 -1.828
C 1.251 2.654 -4.828
C -2.616 1.842 -2.420
C 1.710 -1.227 2.555
C -1.268 -2.867 0.809
C -2.506 1.928 0.890
C -2.342 1.136 2.028
C 3.062 -2.173 -2.716
C -0.860 -4.198 0.814
C -1.576 -0.018 2.168
C -0.365 -1.876 1.249
C -2.184 3.719 -3.890
C -1.700 -0.807 3.443
C 0.727 -2.781 -3.086
C -3.598 2.950 0.840
C 0.696 2.390 1.989
C -2.754 2.463 -3.659
C 0.919 0.569 -2.488
C -1.927 2.524 -1.395
C -0.660 4.527 -0.505
C -2.665 -2.512 0.398
H -3.875 0.190 -2.962
H 4.360 1.293 -2.820
H -0.844 -4.077 -3.743
H -3.311 1.951 -4.444
H 2.699 -2.262 -7.375
H -1.169 4.462 0.467
H -2.699 -1.707 -0.350
H 0.177 2.848 -4.717
H -2.316 -0.298 -2.277
H 2.344 -0.656 1.864
H -3.599 0.320 -1.214
H 1.695 -2.897 -6.050
H 2.374 -1.753 3.253
H -4.196 2.859 1.753
H 2.781 -0.728 -5.477
H -1.769 -1.530 -5.353
H 1.731 3.610 -5.085
H 0.935 -2.125 -7.489
H 3.197 4.020 -2.654
H 4.405 -3.313 -1.545
H 3.192 -4.315 -2.356
H -2.273 -0.207 4.156
H -0.144 0.896 -2.403
H 0.890 -3.326 -2.141
H 0.765 -4.502 -4.372
H 2.755 -3.348 -0.906
H 3.666 0.211 -4.051
H -3.146 -3.396 -0.038
H -0.541 5.591 -0.752
H -2.261 4.169 -4.879
H 0.347 4.104 -0.371
H -4.264 2.815 -0.023
H -1.556 -4.955 0.446
H 1.129 -0.498 3.133
H -1.110 5.388 -3.022
H 2.924 -1.262 -2.109
H 1.991 0.038 -6.877
H 0.715 -5.596 1.281
H 1.496 4.136 -2.175
H -3.282 -2.197 1.254
H -0.728 -1.034 3.901
H -0.351 1.096 -6.048
H 2.211 -3.838 2.251
H 1.404 1.980 -5.680
H -3.202 3.971 0.802
H -1.551 -0.200 -4.186
H -2.923 1.426 2.902
H 1.346 0.153 -1.539
H -2.246 -1.752 3.303
H 2.647 3.206 -1.171
H -0.117 -3.102 -5.038
H 3.909 -1.981 -3.385
H 4.163 1.865 -4.494
H 0.070 -1.922 -2.866
H -2.476 0.064 -5.676
H 0.971 -0.266 -3.285
H -0.347 -0.413 -7.011

***

no.,energy (eV)
1,-25911.4815
2,-45688.2578
3,-7762.0450
4,-45603.7405
5,-95752.7509
6,-165560.9898
7,-89149.6495